1.
Computed, not measured: an isolated ion of composition C13H17N2 and charge +1, with ωB97M-V with the def2-TZVPD basis set.

XYZ file:
```
32
Properties=species:S:1:pos:R:3:nbo_charge:R:1
C -0.34 -0.93 2.75 -0.664
C 0.67 -0.45 1.77 0.325
N 1.56 -1.36 1.35 -0.766
C 0.63 0.82 1.25 -0.446
C 1.69 1.40 0.44 -0.184
C 1.40 2.23 -0.56 -0.192
C -0.05 2.50 -0.86 -0.536
C -0.90 1.30 -0.59 0.532
N -2.09 1.50 -0.03 -0.693
C -0.63 0.04 -1.25 -0.204
C -1.31 -1.14 -0.88 -0.109
C -1.05 -2.33 -1.52 -0.222
C -0.11 -2.39 -2.54 -0.150
C 0.57 -1.24 -2.91 -0.206
C 0.32 -0.04 -2.27 -0.137
H -1.06 -0.16 3.00 0.230
H 0.15 -1.24 3.68 0.246
H -0.86 -1.80 2.36 0.229
H 2.33 -1.10 0.75 0.406
H 1.63 -2.25 1.82 0.407
H -0.05 1.52 1.72 0.221
H 2.71 1.15 0.66 0.215
H 2.14 2.74 -1.14 0.231
H -0.41 3.34 -0.25 0.236
H -0.18 2.79 -1.91 0.268
H -2.76 0.76 0.05 0.419
H -2.31 2.39 0.40 0.420
H -2.02 -1.12 -0.07 0.194
H -1.59 -3.22 -1.23 0.232
H 0.08 -3.33 -3.04 0.234
H 1.30 -1.28 -3.71 0.235
H 0.85 0.84 -2.59 0.226
```

Its charge is +1. Its HOMO energy is -11.3 eV. For the LUMO energy, the calculation gives -4.21 eV. The calculation puts the frontier orbital gap at 0.25943 Ha. The spin multiplicity is 1.

---

2.
Computed, not measured: the molecule C13H17N3O, with ωB97M-V with the def2-TZVPD basis set.

XYZ file:
```
34
Properties=species:S:1:pos:R:3:nbo_charge:R:1
C -4.40 -1.57 0.71 -0.612
C -4.26 -1.23 -0.77 -0.385
C -2.95 -0.51 -1.12 -0.417
C -2.84 0.89 -0.49 -0.386
C -2.00 0.90 0.80 -0.455
C -0.57 0.58 0.52 0.475
N -0.19 -0.65 0.56 -0.522
C 1.11 -0.95 0.27 0.258
C 1.52 -2.29 0.30 -0.239
C 2.83 -2.61 0.02 -0.176
C 3.76 -1.62 -0.30 -0.232
C 3.37 -0.30 -0.34 -0.138
C 2.05 0.04 -0.05 -0.234
C 1.62 1.43 -0.09 0.646
O 2.31 2.40 -0.34 -0.627
N 0.26 1.61 0.20 -0.272
N -0.20 2.94 0.24 -0.645
H -4.53 -0.67 1.30 0.196
H -3.52 -2.10 1.06 0.207
H -5.28 -2.20 0.86 0.210
H -5.11 -0.62 -1.09 0.190
H -4.29 -2.16 -1.35 0.201
H -2.90 -0.42 -2.20 0.204
H -2.11 -1.11 -0.79 0.224
H -3.83 1.28 -0.27 0.209
H -2.38 1.57 -1.21 0.192
H -2.39 0.15 1.49 0.236
H -2.06 1.89 1.26 0.241
H 0.80 -3.05 0.56 0.225
H 3.14 -3.65 0.05 0.216
H 4.78 -1.90 -0.52 0.217
H 4.07 0.48 -0.59 0.234
H -0.74 3.15 -0.59 0.358
H 0.65 3.51 0.21 0.402
```

Its HOMO energy is -8.5 eV. For the LUMO energy, the calculation gives 0.61 eV. The calculation puts the frontier orbital gap at 0.33650 Ha. The spin multiplicity is 1.

---

3.
Computed, not measured: C13H17N3O2S as an isolated structure, with ωB97M-V with the def2-TZVPD basis set.

XYZ file:
```
36
Properties=species:S:1:pos:R:3:nbo_charge:R:1
N 3.48 1.76 -0.44 -0.783
C 2.86 0.99 0.32 0.651
O 2.32 1.55 1.27 -0.658
C 2.67 -0.50 -0.11 -0.326
C 2.16 -1.52 0.93 -0.418
H 2.49 -1.03 2.06 0.230
H 2.42 -2.49 1.12 0.227
C 0.60 -1.35 1.08 -0.237
N -0.05 -1.84 -0.12 -0.432
C -1.28 -2.10 -0.21 0.690
O -1.85 -2.18 -1.25 -0.658
C -2.32 -1.79 0.91 -0.700
H -1.74 -1.54 1.73 0.248
H -2.57 -2.77 1.37 0.254
S -3.71 -0.96 0.39 0.456
C -3.03 0.58 0.32 0.043
N -1.64 0.60 0.55 -0.518
C -1.15 1.89 0.37 0.067
C -1.68 3.12 -0.32 -0.281
C -3.16 2.90 -0.46 -0.132
C -3.78 1.63 -0.44 -0.308
H -4.89 1.55 -0.42 0.231
H -3.70 3.79 -0.95 0.205
H -1.35 4.01 -0.24 0.190
H -0.07 2.18 0.34 0.207
C 0.94 -1.86 -1.21 -0.268
C 1.65 -0.76 -1.28 -0.355
H 0.96 0.41 -1.28 0.186
H 2.09 -0.56 -2.11 0.213
H 1.57 -2.78 -1.09 0.207
H 0.21 -1.89 -2.11 0.277
H 0.31 -2.04 1.91 0.194
H 0.29 -0.31 1.43 0.252
H 3.59 -0.93 -0.41 0.215
H 3.83 1.31 -1.34 0.387
H 3.55 2.95 -0.31 0.446
```

Its HOMO energy is -8.0 eV. For the LUMO energy, the calculation gives 0.45 eV. The calculation puts the frontier orbital gap at 0.30964 Ha. The spin multiplicity is 1.

---

4.
Computed, not measured: the molecule C13H17N3O3S2, with ωB97M-V with the def2-TZVPD basis set.

XYZ file:
```
38
Properties=species:S:1:pos:R:3:nbo_charge:R:1
C 1.04 4.22 -2.45 -0.619
C 0.26 3.78 -1.22 -0.063
O -0.29 4.93 -0.61 -0.538
C -1.29 4.69 0.34 -0.044
C -0.76 4.13 1.68 -0.494
C -0.44 2.69 1.59 0.081
N -1.21 1.80 1.08 -0.264
N -0.73 0.56 1.11 -0.334
C 0.44 0.47 1.65 0.223
N 1.11 -0.71 1.76 -0.857
S 1.03 -1.78 0.41 2.287
O 2.00 -2.78 0.70 -0.933
O 1.18 -1.00 -0.78 -0.912
C -0.65 -2.44 0.56 -0.684
C -0.91 -3.14 -0.73 0.024
C -1.53 -2.48 -1.78 -0.216
C -1.71 -3.11 -2.99 -0.193
C -1.27 -4.41 -3.17 -0.206
C -0.64 -5.08 -2.14 -0.205
C -0.46 -4.44 -0.92 -0.222
S 1.07 2.01 2.21 0.311
H 1.49 3.36 -2.93 0.214
H 1.82 4.92 -2.17 0.210
H 0.37 4.71 -3.16 0.210
H -0.54 3.08 -1.50 0.172
H 0.94 3.27 -0.52 0.159
H -2.05 3.99 -0.05 0.183
H -1.75 5.66 0.52 0.193
H 0.13 4.69 1.98 0.228
H -1.54 4.28 2.43 0.239
H 2.02 -0.68 2.21 0.426
H -0.63 -3.09 1.42 0.251
H -1.29 -1.57 0.71 0.289
H -1.87 -1.46 -1.63 0.222
H -2.20 -2.59 -3.80 0.214
H -1.41 -4.90 -4.12 0.215
H -0.29 -6.09 -2.28 0.216
H 0.04 -4.96 -0.11 0.219
```

Its HOMO energy is -9.3 eV. For the LUMO energy, the calculation gives 0.36 eV. The calculation puts the frontier orbital gap at 0.35434 Ha. The spin multiplicity is 1.

---

5.
Computed, not measured: C13H17N3O4Se3TeTi as an isolated structure, with ωB97M-V with the def2-TZVPD basis set.

XYZ file:
```
42
Properties=species:S:1:pos:R:3:nbo_charge:R:1
Ti -0.10 -2.27 0.49 1.258
O -0.10 -0.28 -3.08 -0.683
C -0.39 -0.80 -2.01 0.784
O 0.30 -1.72 -1.39 -0.781
C -1.56 -0.38 -1.19 0.004
C -2.52 0.55 -1.53 -0.183
C -3.50 0.90 -0.60 -0.295
C -3.47 0.29 0.66 -0.186
C -2.49 -0.64 0.94 -0.016
N -1.54 -0.97 0.03 -0.502
C -2.26 -1.34 2.24 0.757
O -2.98 -1.18 3.22 -0.680
O -1.20 -2.09 2.18 -0.763
H -2.47 0.99 -2.52 0.223
H -4.27 1.62 -0.84 0.194
H -4.20 0.51 1.42 0.222
Se -1.80 -4.31 -0.28 -0.110
Se -2.26 -4.19 -2.54 -0.647
Te 0.06 -6.00 0.16 0.098
Se 1.65 -4.23 0.96 -0.597
C 1.27 3.30 -0.15 -0.618
C 0.51 2.01 -0.44 -0.213
N 1.26 0.81 -0.13 -0.462
C 2.33 0.45 -1.05 -0.233
C 3.73 0.75 -0.50 -0.620
C 0.99 0.02 0.96 0.442
C 0.20 0.64 2.08 -0.671
N 1.61 -1.12 1.24 -0.848
H 0.65 4.17 -0.38 0.198
H 2.18 3.36 -0.76 0.195
H 1.57 3.35 0.90 0.199
H 0.23 1.97 -1.49 0.213
H -0.43 1.99 0.12 0.218
H 2.16 1.00 -1.98 0.211
H 2.24 -0.61 -1.32 0.245
H 3.86 1.82 -0.31 0.188
H 4.49 0.42 -1.21 0.201
H 3.89 0.22 0.44 0.213
H -0.84 0.86 1.82 0.225
H 0.67 1.59 2.38 0.199
H 0.20 -0.04 2.92 0.261
H 2.30 -1.39 0.54 0.358
```

Its charge is -2. Its HOMO energy (alpha / beta) is -0.1 / -0.2 eV. For the LUMO energy (alpha / beta), the calculation gives 4.45 / 4.45 eV. The calculation puts the frontier orbital gap (alpha / beta) at 0.16847 / 0.16909 Ha. The spin multiplicity is 1.

---

6.
Computed, not measured: the molecule C13H17NOS, with ωB97M-V with the def2-TZVPD basis set.

XYZ file:
```
33
Properties=species:S:1:pos:R:3:nbo_charge:R:1
C -3.78 1.00 4.51 -0.624
C -2.84 0.66 3.39 -0.035
C -3.26 0.66 2.07 -0.204
C -2.39 0.35 1.04 -0.189
C -1.07 0.05 1.32 -0.194
S 0.14 -0.37 0.10 0.226
C -0.74 -0.17 -1.49 -0.506
C 0.23 -0.38 -2.65 -0.515
C 1.18 0.80 -2.74 0.688
O 0.81 1.90 -3.10 -0.623
N 2.47 0.58 -2.40 -0.613
C 3.05 -0.62 -1.90 -0.077
C 4.50 -0.86 -2.17 -0.414
C 3.47 -1.69 -2.87 -0.428
C -0.64 0.05 2.64 -0.207
C -1.51 0.35 3.66 -0.198
H -4.80 1.09 4.15 0.214
H -3.49 1.95 4.97 0.219
H -3.75 0.24 5.28 0.217
H -4.29 0.90 1.83 0.207
H -2.76 0.36 0.02 0.207
H -1.14 0.85 -1.54 0.235
H -1.55 -0.90 -1.52 0.218
H -0.34 -0.41 -3.58 0.246
H 0.77 -1.32 -2.53 0.223
H 3.07 1.40 -2.45 0.406
H 2.66 -0.93 -0.93 0.218
H 5.10 -1.32 -1.40 0.223
H 5.03 -0.13 -2.76 0.218
H 3.35 -2.73 -2.57 0.219
H 3.30 -1.51 -3.92 0.222
H 0.39 -0.19 2.85 0.215
H -1.16 0.35 4.68 0.210
```

Its HOMO energy is -8.0 eV. For the LUMO energy, the calculation gives 0.82 eV. The calculation puts the frontier orbital gap at 0.32273 Ha. The spin multiplicity is 1.

---

How do the records compare in energy above the lowest of the compared OMol25 structures with the same formula, charge and spin? In the order shown, they have 1.838; 1.057; 9.850; 2.769; 0.249; 0.789 eV.